Record 1
Molecular formula: C24H31N3O4TeV
Method: DFT, ωB97M-V/def2-TZVPD

Each line ends with the Löwdin charge.
Positions of all 64 atoms, in Å:
V (-0.559, 0.547, -0.683)  0.86
N (-0.140, 2.299, 0.469)  -0.02
C (0.332, 1.783, 1.794)  -0.11
C (-0.523, 0.573, 2.176)  -0.52
O (-0.844, 0.341, 3.317)  0.09
N (-0.874, -0.144, 1.056)  -0.11
C (-1.706, -1.347, 1.147)  -0.09
C (-2.149, -1.700, -0.274)  -0.54
O (-2.744, -2.690, -0.558)  0.12
O (-1.774, -0.750, -1.178)  -0.19
H (0.549, 2.907, 0.031)  0.09
H (-0.981, 2.852, 0.613)  0.12
H (0.281, 2.529, 2.581)  0.12
H (1.365, 1.453, 1.682)  0.13
H (-2.587, -1.176, 1.767)  0.14
H (-1.165, -2.191, 1.573)  0.14
C (3.069, -0.281, -0.760)  -0.01
C (2.280, 0.875, -1.330)  -0.63
O (2.805, 1.938, -1.533)  0.04
N (0.923, 0.581, -1.601)  -0.22
Te (-0.149, 2.145, -3.295)  1.56
C (1.035, 1.053, -4.660)  -0.38
C (2.176, 1.654, -5.191)  -0.28
C (2.696, 3.003, -4.759)  -0.06
C (2.889, 0.954, -6.169)  -0.01
C (2.509, -0.303, -6.608)  -0.26
C (3.275, -1.024, -7.687)  -0.05
C (1.391, -0.886, -6.023)  -0.02
C (0.640, -0.236, -5.051)  -0.30
C (-0.575, -0.945, -4.510)  -0.07
C (-0.503, 3.767, -4.629)  -0.40
C (-0.149, 5.062, -4.235)  -0.32
C (0.552, 5.422, -2.943)  -0.08
C (-0.399, 6.117, -5.117)  -0.02
C (-0.976, 5.919, -6.359)  -0.27
C (-1.247, 7.074, -7.289)  -0.05
C (-1.313, 4.621, -6.724)  -0.02
C (-1.102, 3.536, -5.881)  -0.29
C (-1.504, 2.172, -6.376)  -0.06
H (3.859, 0.113, -0.125)  0.08
H (3.528, -0.818, -1.594)  0.09
H (2.443, -0.985, -0.216)  0.07
H (2.626, 3.128, -3.678)  0.04
H (2.133, 3.814, -5.231)  0.08
H (3.740, 3.104, -5.053)  0.08
H (3.778, 1.416, -6.588)  0.11
H (4.159, -0.463, -7.988)  0.07
H (2.652, -1.170, -8.572)  0.08
H (3.597, -2.011, -7.351)  0.08
H (1.089, -1.883, -6.331)  0.12
H (-0.542, -2.000, -4.779)  0.08
H (-1.493, -0.524, -4.925)  0.07
H (-0.657, -0.885, -3.428)  0.03
H (0.701, 4.569, -2.291)  0.00
H (-0.007, 6.187, -2.400)  0.08
H (1.541, 5.836, -3.159)  0.09
H (-0.119, 7.123, -4.816)  0.12
H (-0.800, 7.996, -6.917)  0.07
H (-2.321, 7.242, -7.398)  0.08
H (-0.846, 6.879, -8.285)  0.08
H (-1.768, 4.445, -7.695)  0.12
H (-2.274, 2.263, -7.142)  0.08
H (-1.893, 1.550, -5.571)  0.04
H (-0.651, 1.646, -6.812)  0.09

Atoms 1-3, force components in eV/Å:
V 1.01 0.37 -1.80
N 0.00 -0.07 0.44
C -0.18 0.06 -0.28

Output
**Total charge**: 0
**Energy relative to the best compared isomer or geometry (same formula, charge and spin)**: 71.0 kJ/mol
**F_max**: 2.2 eV Å⁻¹
**Kohn-Sham gap (alpha / beta)**: 6.535 / 7.177 eV
**Expectation value of S²**: 0.9151
**Lowest unoccupied orbital energy (alpha / beta)**: -1.124 / -0.513 eV
**2S+1**: 2


Record 2
Molecular formula: C24H31N3O5
Method: DFT, ωB97M-V/def2-TZVPD

Each line ends with the Löwdin charge.
Positions of all 63 atoms, in Å:
C (-2.532, 4.729, 2.024)  -0.07
H (-3.354, 4.071, 1.591)  0.12
O (-2.139, 5.510, 0.859)  -0.12
C (-1.415, 4.682, -0.142)  -0.05
C (-0.882, 5.315, -1.358)  0.00
C (-0.167, 4.731, -2.197)  -0.40
C (0.111, 3.355, -2.126)  0.06
C (-0.685, 2.597, -1.196)  -0.14
C (-1.335, 3.194, -0.107)  0.06
H (-1.607, 2.661, 0.655)  0.04
C (-0.595, 1.186, -0.924)  -0.20
O (-1.385, 0.361, -0.448)  0.07
N (0.662, 0.588, -1.956)  0.11
H (1.337, 1.313, -1.904)  0.07
C (0.818, -0.818, -1.747)  -0.27
C (1.739, -1.004, -0.231)  -0.30
O (2.841, -0.422, -0.160)  0.05
N (1.059, -1.811, 0.560)  0.12
C (1.186, -2.091, 1.789)  -0.15
C (2.649, -2.062, 2.427)  -0.03
C (2.856, -2.653, 3.530)  -0.18
C (1.955, -3.179, 4.556)  0.00
C (0.573, -3.195, 3.972)  -0.07
C (0.371, -2.719, 2.786)  -0.05
N (-1.290, -2.864, 2.000)  -0.13
C (-1.768, -1.474, 1.994)  -0.12
H (-0.970, -0.788, 1.530)  0.10
C (-3.098, -1.649, 1.165)  -0.23
H (-3.457, -0.845, 1.211)  0.00
O (-3.711, -2.722, 1.538)  -0.08
C (-3.181, -3.956, 1.617)  -0.16
H (-3.826, -4.822, 1.850)  0.14
C (-1.895, -3.819, 2.572)  -0.29
H (-1.238, -4.868, 2.491)  0.19
H (-2.209, -3.693, 3.537)  0.08
H (-2.829, -4.140, 0.712)  0.06
H (-2.723, -1.932, -0.043)  0.20
H (-1.931, -1.172, 3.226)  0.19
H (-0.162, -3.686, 4.529)  0.09
H (2.124, -3.579, 5.514)  0.07
H (4.075, -2.387, 3.967)  0.18
H (3.479, -1.660, 1.959)  0.07
H (0.099, -2.210, 0.297)  0.19
H (0.043, -1.330, -1.665)  0.05
C (1.589, -1.382, -2.835)  -0.32
C (3.002, -0.385, -3.235)  -0.01
H (2.872, 0.564, -3.554)  0.00
H (3.697, -0.918, -3.989)  0.09
H (3.409, -0.425, -2.226)  0.03
C (1.964, -2.840, -2.532)  -0.02
H (0.993, -3.302, -2.485)  0.08
H (2.584, -2.884, -1.844)  -0.02
H (2.326, -3.034, -3.671)  0.14
H (1.152, -1.092, -3.766)  0.11
H (0.496, 3.032, -3.050)  0.08
O (0.217, 5.760, -3.018)  -0.09
C (0.828, 4.998, -4.373)  0.07
H (0.219, 4.311, -4.770)  0.03
H (1.002, 5.963, -4.893)  0.08
H (1.939, 4.800, -3.890)  0.16
H (-1.049, 6.472, -1.275)  0.18
H (-2.974, 5.482, 2.666)  0.09
H (-1.855, 4.138, 2.487)  0.05

Atoms 1-3, force components in eV/Å:
C -4.25 1.64 -3.48
H 0.71 0.48 1.09
O 2.98 -2.66 -1.97

Output
**Total charge**: 0
**Energy relative to the best compared isomer or geometry (same formula, charge and spin)**: 1939.1 kJ/mol
**F_max**: 15.4 eV Å⁻¹
**Kohn-Sham gap**: 7.497 eV
**Lowest unoccupied orbital energy**: -0.398 eV


Record 3
Molecular formula: C24H31N5O2SSi2
Method: DFT, ωB97M-V/def2-TZVPD

Each line ends with the Löwdin charge.
Positions of all 65 atoms, in Å:
C (3.164, 0.946, -0.611)  -0.02
C (2.418, 0.107, -1.650)  -0.46
O (2.543, 0.785, -2.907)  -0.09
C (0.952, -0.172, -1.273)  -0.19
Si (-0.306, 0.974, -2.016)  0.42
N (-0.277, 2.526, -1.143)  0.01
C (0.447, 3.393, -1.570)  -0.87
S (1.422, 4.509, -2.076)  0.76
O (-1.806, 0.331, -1.891)  -0.43
Si (-2.874, 0.598, -0.651)  0.52
H (2.505, 1.305, 0.176)  0.04
H (3.613, 1.811, -1.095)  0.07
H (3.950, 0.365, -0.132)  0.08
H (2.915, -0.862, -1.734)  0.13
H (2.415, 0.156, -3.619)  0.09
H (0.868, -0.213, -0.185)  0.09
H (0.659, -1.166, -1.629)  0.08
H (-0.051, 1.258, -3.434)  0.03
H (-3.387, 1.985, -0.653)  -0.07
H (-2.224, 0.319, 0.645)  -0.06
H (-4.016, -0.308, -0.866)  -0.07
N (6.215, 6.863, 0.664)  0.05
C (7.179, 6.188, 0.043)  -0.16
C (6.944, 5.266, -0.967)  -0.08
C (5.635, 5.030, -1.353)  -0.08
C (4.620, 5.724, -0.715)  -0.08
C (4.962, 6.626, 0.282)  -0.15
H (8.192, 6.396, 0.371)  0.10
H (7.770, 4.749, -1.435)  0.10
H (5.406, 4.316, -2.135)  0.10
H (3.586, 5.563, -0.986)  0.02
H (4.193, 7.187, 0.802)  0.10
N (-1.402, -2.661, 0.855)  0.05
C (-1.888, -2.821, 2.083)  -0.16
C (-2.488, -3.993, 2.521)  -0.07
C (-2.592, -5.054, 1.635)  -0.09
C (-2.090, -4.900, 0.353)  -0.08
C (-1.507, -3.689, 0.015)  -0.15
H (-1.792, -1.968, 2.747)  0.10
H (-2.865, -4.066, 3.532)  0.10
H (-3.057, -5.986, 1.930)  0.11
H (-2.163, -5.702, -0.367)  0.09
H (-1.106, -3.531, -0.981)  0.10
N (1.461, 1.601, 2.921)  0.06
C (1.691, 2.038, 4.156)  -0.16
C (1.383, 3.321, 4.585)  -0.08
C (0.805, 4.200, 3.683)  -0.08
C (0.559, 3.758, 2.393)  -0.06
C (0.903, 2.455, 2.065)  -0.16
H (2.147, 1.326, 4.836)  0.10
H (1.594, 3.620, 5.603)  0.10
H (0.552, 5.209, 3.979)  0.10
H (0.111, 4.404, 1.650)  0.10
H (0.721, 2.080, 1.066)  0.06
N (-4.645, -6.669, -0.740)  0.05
C (-4.912, -7.484, -1.758)  -0.15
C (-6.086, -7.431, -2.494)  -0.07
C (-7.035, -6.480, -2.155)  -0.08
C (-6.770, -5.626, -1.097)  -0.07
C (-5.564, -5.760, -0.425)  -0.15
H (-4.148, -8.216, -1.996)  0.10
H (-6.247, -8.118, -3.313)  0.10
H (-7.964, -6.406, -2.705)  0.11
H (-7.480, -4.867, -0.796)  0.10
H (-5.320, -5.104, 0.404)  0.10

Atoms 1-3, force components in eV/Å:
C -0.16 0.08 -0.01
C 0.11 -0.18 0.17
O 0.01 0.12 0.06

Output
**Total charge**: 0
**F_max**: 0.8 eV Å⁻¹
**Kohn-Sham gap**: 10.097 eV
**Lowest unoccupied orbital energy**: 0.633 eV


Across the entries above, DFT total energy takes the values -71033.629; -40079.557; -63528.815 eV, respectively.